C45H38F5N2O2P2RuS | ωB97M-V with the def2-TZVPD basis set

Output
E_HOMO (alpha / beta)	-0.1978 / -0.2731	Ha
multiplicity	6
energy above the lowest of the compared OMol25 structures with the same formula, charge and spin	1.420	eV
⟨S²⟩	8.77

The geometry in XYZ format:
```
96
Properties=species:S:1:pos:R:3:lowdin_charge:R:1
Ru 0.13 -0.48 0.18 0.791
O 0.13 -1.59 -3.24 -0.103
C -1.12 -1.59 -3.79 -0.274
C -1.37 -1.49 -5.15 -0.008
C -2.69 -1.46 -5.59 -0.068
C -3.73 -1.51 -4.68 -0.076
C -3.46 -1.56 -3.32 -0.058
C -2.15 -1.60 -2.85 -0.237
P -1.73 -1.51 -1.05 1.011
C -3.30 -0.93 -0.34 -0.378
C -3.36 0.42 0.00 -0.102
C -4.54 0.99 0.45 -0.072
C -5.67 0.20 0.60 -0.076
C -5.62 -1.15 0.29 -0.069
C -4.45 -1.71 -0.19 -0.105
C -1.52 -3.27 -0.57 -0.353
C -0.71 -4.08 -1.37 -0.092
C -0.41 -5.37 -1.00 -0.085
C -0.91 -5.89 0.19 -0.087
C -1.70 -5.09 1.00 -0.068
C -2.01 -3.79 0.63 -0.127
C 1.33 -1.90 -3.82 -0.268
C 1.49 -2.75 -4.90 -0.014
C 2.78 -2.97 -5.37 -0.072
C 3.87 -2.35 -4.78 -0.079
C 3.68 -1.54 -3.67 -0.076
C 2.41 -1.32 -3.16 -0.245
P 1.95 -0.31 -1.67 1.055
C 1.57 1.25 -2.55 -0.346
C 2.56 2.05 -3.13 -0.085
C 2.21 3.17 -3.87 -0.075
C 0.88 3.49 -4.06 -0.082
C -0.11 2.69 -3.52 -0.074
C 0.23 1.57 -2.76 -0.122
C 3.56 -0.05 -0.86 -0.372
C 3.91 1.19 -0.32 -0.105
C 5.05 1.32 0.46 -0.071
C 5.85 0.21 0.72 -0.079
C 5.51 -1.03 0.20 -0.081
C 4.37 -1.15 -0.58 -0.140
H -0.56 -1.41 -5.86 0.115
H -2.88 -1.38 -6.65 0.108
H -4.76 -1.49 -5.03 0.105
H -4.28 -1.55 -2.62 0.095
H -2.47 1.04 -0.08 0.086
H -4.57 2.04 0.71 0.113
H -6.59 0.64 0.98 0.112
H -6.50 -1.77 0.42 0.111
H -4.43 -2.76 -0.45 0.116
H -0.31 -3.69 -2.30 0.091
H 0.22 -5.99 -1.63 0.102
H -0.67 -6.90 0.49 0.102
H -2.08 -5.47 1.94 0.110
H -2.58 -3.17 1.30 0.053
H 0.65 -3.24 -5.36 0.115
H 2.92 -3.63 -6.22 0.107
H 4.87 -2.51 -5.17 0.104
H 4.54 -1.07 -3.19 0.103
H 3.60 1.79 -2.99 0.107
H 2.99 3.78 -4.30 0.104
H 0.61 4.36 -4.65 0.102
H -1.16 2.93 -3.67 0.107
H -0.55 0.95 -2.33 0.069
H 3.27 2.04 -0.50 0.099
H 5.31 2.28 0.87 0.107
H 6.73 0.32 1.34 0.104
H 6.12 -1.89 0.41 0.107
H 4.11 -2.13 -0.98 0.105
C 2.21 2.43 2.46 -0.107
O 1.74 1.31 1.73 -0.275
C 0.82 1.49 0.71 -0.400
C 0.32 2.87 0.45 -0.151
H 1.39 2.98 2.92 0.086
H 2.79 3.11 1.82 0.079
H 2.86 2.05 3.24 0.092
H 1.12 3.60 0.24 0.072
H -0.27 3.29 1.28 0.068
H -0.33 2.86 -0.43 0.045
F -5.73 1.42 4.40 0.117
C -4.61 0.82 3.99 -0.155
C -4.61 -0.52 3.66 -0.163
F -5.75 -1.23 3.76 0.114
C -3.46 -1.13 3.21 -0.248
F -3.54 -2.43 2.91 0.061
C -2.25 -0.44 3.06 -0.532
S -0.80 -1.26 2.52 0.638
C -2.29 0.91 3.41 -0.244
F -1.18 1.65 3.36 0.084
C -3.43 1.53 3.86 -0.152
F -3.41 2.83 4.18 0.114
N 2.42 -1.73 2.13 -0.013
N 1.56 -2.15 1.03 -0.171
H 1.79 -1.23 2.76 0.004
H 2.99 -0.98 1.74 0.040
H 0.98 -2.90 1.39 0.048
H 2.18 -2.58 0.35 0.063
```

C2H36NO15 | ωB97M-V with the def2-TZVPD basis set

Output
total charge	+1
E_HOMO	-0.4799	Ha
energy above the lowest of the compared OMol25 structures with the same formula, charge and spin	4.946	eV

The geometry in XYZ format:
```
54
Properties=species:S:1:pos:R:3:lowdin_charge:R:1
C -0.07 -1.42 0.45 -0.086
C -1.22 -0.70 0.43 0.049
N 1.24 -0.80 0.91 0.090
H 0.29 -2.50 0.24 0.142
H -2.11 -1.18 0.14 0.020
H -1.38 0.34 0.56 0.048
H 1.56 -0.32 0.04 0.049
H 1.05 -0.08 1.73 0.110
H 1.93 -1.50 1.26 0.077
H -2.32 2.54 -0.13 0.012
H -1.91 3.95 0.17 0.020
O -2.20 3.18 0.60 -0.053
H 0.69 1.04 3.38 0.053
H -0.44 1.09 2.34 0.043
O 0.49 1.30 2.50 -0.040
H 2.87 -2.45 -1.92 0.069
H 2.42 -1.10 -2.23 0.045
O 2.28 -1.79 -1.53 -0.046
H -0.24 2.10 -2.08 0.090
H 0.85 2.39 -3.16 0.005
O 0.77 2.08 -2.30 -0.046
H 0.67 3.79 1.13 0.026
H 1.45 2.54 1.05 -0.012
O 1.47 3.45 0.74 -0.042
H -4.18 2.18 2.10 0.049
H -3.06 2.95 2.85 0.061
O -3.37 2.03 2.66 -0.103
H 3.40 -2.88 2.59 0.071
H 4.23 -2.00 1.57 0.079
O 3.32 -2.08 2.04 -0.094
H -3.88 -1.43 -2.05 0.042
H -2.64 -2.25 -2.13 0.056
O -2.96 -1.36 -1.83 -0.064
H 2.27 0.53 -1.49 0.050
H 1.79 1.55 -0.53 0.039
O 2.48 0.85 -0.57 -0.066
H 4.38 -0.69 0.02 0.056
H 4.97 0.27 0.97 0.021
O 5.10 -0.60 0.70 -0.032
H -0.57 -4.12 -2.88 0.025
H -0.16 -3.18 -1.74 0.002
O -0.79 -3.33 -2.43 -0.007
H -2.48 0.59 -1.24 0.018
H -2.67 1.42 -2.66 0.068
O -2.35 1.41 -1.75 -0.062
H 1.76 -0.18 -4.55 0.060
H 0.42 -0.99 -4.85 0.073
O 1.13 -0.85 -4.18 -0.090
H -5.13 -0.40 0.45 0.048
H -4.34 0.23 1.74 0.040
O -4.51 -0.59 1.19 -0.081
H -0.85 -0.95 3.71 0.079
H 0.43 -1.31 4.36 0.075
O 0.10 -0.80 3.62 -0.035
```

C10H16ClCrPr | ωB97M-V with the def2-TZVPD basis set

Output
total charge	-2
E_HOMO (alpha / beta)	0.0645 / -0.0042	Ha
multiplicity	7
⟨S²⟩	12.38

The geometry in XYZ format:
```
29
Properties=species:S:1:pos:R:3:lowdin_charge:R:1
Pr 0.76 -1.01 -2.44 0.461
Cl 2.30 -2.81 -3.22 -0.097
C 1.83 1.00 -3.14 -0.352
C -0.89 -0.97 -4.17 -0.357
H 1.33 1.34 -4.06 -0.035
H 1.50 1.69 -2.34 -0.030
H 2.91 1.11 -3.28 -0.044
H -0.70 -0.08 -4.79 -0.036
H -1.80 -0.76 -3.58 -0.034
H -1.08 -1.80 -4.85 -0.044
Cr -1.37 0.57 0.32 0.356
C -2.80 -0.73 1.10 -0.317
C -2.04 2.37 -0.03 -0.312
H -3.84 -0.43 0.84 -0.057
H -2.67 -1.79 0.79 -0.063
H -2.69 -0.69 2.20 -0.051
H -3.04 2.65 -0.46 -0.147
H -1.47 3.33 0.09 -0.143
C 1.99 -0.57 3.70 -0.160
C 1.62 -1.51 2.72 -0.139
C 0.75 -1.15 1.68 -0.177
C 0.24 0.14 1.63 -0.289
C 0.59 1.08 2.57 -0.147
C 1.48 0.73 3.61 -0.140
H 2.66 -0.85 4.51 0.072
H 2.01 -2.53 2.78 0.076
H 0.46 -1.91 0.94 0.052
H 0.19 2.09 2.53 0.079
H 1.76 1.47 4.36 0.074
```

C31H75Cl4N5 | ωB97M-V with the def2-TZVPD basis set

Output
SMILES string	ClC(Cl)(Cl)Cl.CCN(CC)CC.CCN(CC)CC.CCN(CC)CC.CCN(CC)CC.CCN(CC)CC
E_HOMO	-0.2985	Ha
energy above the lowest of the compared OMol25 structures with the same formula, charge and spin	0.225	eV

The geometry in XYZ format:
```
115
Properties=species:S:1:pos:R:3:lowdin_charge:R:1
Cl 1.17 -1.41 2.20 0.584
C 0.97 -0.11 1.04 -1.921
Cl 2.32 -0.24 -0.09 0.563
Cl -0.59 -0.26 0.16 0.561
Cl 0.97 1.50 1.92 0.518
C 6.79 3.56 2.08 -0.088
C 6.10 4.62 2.95 -0.268
N 4.87 5.22 2.45 -0.203
C 3.81 4.23 2.39 -0.239
C 2.36 4.86 2.58 -0.089
C 5.07 6.02 1.23 -0.244
C 6.17 7.10 1.32 -0.081
H 7.16 4.06 1.18 0.059
H 6.23 2.66 1.82 0.070
H 7.75 3.30 2.53 0.070
H 5.73 4.10 3.84 0.099
H 6.86 5.25 3.41 0.111
H 3.92 3.74 1.42 0.109
H 3.80 3.57 3.26 0.109
H 2.19 5.73 3.21 0.069
H 2.22 5.38 1.63 0.050
H 1.50 4.23 2.81 0.025
H 4.10 6.46 1.01 0.103
H 5.29 5.34 0.41 0.103
H 6.15 7.66 2.26 0.075
H 6.02 7.81 0.51 0.069
H 7.16 6.67 1.25 0.062
C -1.83 -3.42 2.63 -0.079
C -1.02 -3.87 3.87 -0.236
N -0.68 -5.30 3.89 -0.161
C -0.04 -5.91 2.76 -0.298
C 1.27 -5.28 2.32 -0.097
C -1.81 -6.26 4.20 -0.261
C -2.72 -5.82 5.31 -0.095
H -2.83 -3.82 2.80 0.064
H -1.54 -3.80 1.65 0.059
H -1.84 -2.33 2.71 0.055
H -0.13 -3.23 3.92 0.068
H -1.54 -3.66 4.80 0.100
H 0.26 -6.94 2.98 0.116
H -0.70 -5.88 1.89 0.103
H 1.86 -5.85 1.59 0.079
H 1.16 -4.23 2.05 0.011
H 1.92 -5.16 3.18 0.076
H -1.34 -7.22 4.39 0.106
H -2.44 -6.49 3.34 0.106
H -3.50 -6.56 5.52 0.077
H -3.13 -4.88 4.95 0.055
H -2.18 -5.60 6.23 0.079
C 0.21 -3.36 -4.91 -0.068
C 1.14 -4.15 -3.93 -0.234
N 0.53 -4.95 -2.89 -0.186
C -0.20 -4.07 -1.95 -0.249
C 0.70 -3.53 -0.88 -0.108
C -0.29 -6.02 -3.35 -0.285
C 0.50 -7.04 -4.15 -0.090
H -0.20 -4.05 -5.65 0.062
H 0.83 -2.58 -5.35 0.066
H -0.70 -2.94 -4.49 0.054
H 1.80 -4.89 -4.38 0.100
H 1.88 -3.42 -3.58 0.102
H -0.72 -3.20 -2.34 0.102
H -0.94 -4.63 -1.38 0.110
H 1.07 -4.24 -0.15 0.051
H 1.53 -2.96 -1.30 0.058
H 0.07 -2.90 -0.25 0.014
H -1.11 -5.63 -3.96 0.113
H -0.72 -6.49 -2.47 0.116
H 1.45 -7.32 -3.68 0.077
H 0.93 -6.63 -5.07 0.061
H -0.11 -7.93 -4.28 0.075
C -3.96 4.06 -1.09 -0.077
C -4.16 2.92 -0.03 -0.255
N -3.81 3.38 1.31 -0.183
C -2.38 3.86 1.46 -0.222
C -2.23 4.60 2.78 -0.095
C -4.23 2.36 2.32 -0.212
C -3.24 1.16 2.47 -0.089
H -4.38 3.73 -2.05 0.051
H -2.94 4.33 -1.34 0.051
H -4.49 4.96 -0.78 0.074
H -5.17 2.52 -0.10 0.111
H -3.58 2.03 -0.25 0.083
H -2.07 4.58 0.70 0.103
H -1.70 3.02 1.35 0.074
H -1.30 5.15 2.92 0.061
H -2.47 4.09 3.71 0.064
H -2.92 5.45 2.79 0.074
H -4.34 2.94 3.24 0.094
H -5.23 1.97 2.11 0.104
H -2.38 1.41 3.10 0.061
H -3.72 0.28 2.89 0.064
H -2.93 0.80 1.49 0.021
C -3.69 0.87 -3.50 -0.073
C -2.21 0.80 -3.07 -0.290
N -1.40 1.30 -4.14 -0.196
C -1.27 2.80 -4.08 -0.223
C -1.13 3.31 -5.50 -0.100
C -0.11 0.61 -4.32 -0.200
C 0.90 0.71 -3.09 -0.091
H -3.85 0.25 -4.38 0.070
H -3.98 1.90 -3.70 0.057
H -4.30 0.39 -2.74 0.064
H -2.05 1.32 -2.13 0.087
H -1.96 -0.26 -2.99 0.106
H -2.11 3.24 -3.54 0.096
H -0.38 3.12 -3.55 0.103
H -0.11 3.24 -5.89 0.068
H -1.85 3.02 -6.26 0.076
H -1.36 4.37 -5.44 0.066
H 0.28 1.09 -5.21 0.096
H -0.20 -0.45 -4.56 0.085
H 1.81 0.12 -3.23 0.055
H 0.36 0.30 -2.24 -0.017
H 1.24 1.71 -2.83 0.059
```

| no. | electronic energy (eV) | maximum force (eV/Å) |
| --- | --- | --- |
| 1 | -99934.3312 | 0.41 |
| 2 | -34853.7794 | 4.54 |
| 3 | -65635.5502 | 2.17 |
| 4 | -90899.2487 | 2.87 |